This record from the Open Molecules 2025 dataset describes a structure of composition C45H43Cl4CsN11O2. The level of theory is wB97M-V/def2-TZVPD.

Computed properties:
orbital gap: 6.01 eV
charge: -1
LUMO level: 2.01 eV

Positions of all 106 atoms, in Å:
Cs (-1.98761, 1.16002, 0.47246)
C (-5.54910, 0.66046, 4.53962)
C (-5.89321, 1.81311, 3.84155)
C (-5.70097, 1.89891, 2.47427)
C (-5.16641, 0.81900, 1.74113)
C (-4.80448, -0.33050, 2.46766)
C (-4.99710, -0.40424, 3.83876)
N (-4.86493, 0.89015, 0.39706)
C (-5.72248, 1.38904, -0.48422)
C (-7.13378, 1.53508, -0.24225)
C (-7.99668, 1.96215, -1.20842)
C (-7.55037, 2.30277, -2.50393)
C (-6.21545, 2.18979, -2.78119)
C (-5.29094, 1.75696, -1.80954)
N (-3.93293, 1.67954, -2.07519)
N (-3.57120, 1.98634, -3.23920)
C (-2.18292, 1.85872, -3.48561)
C (-1.72929, 2.45621, -4.66424)
C (-0.39387, 2.34812, -4.99713)
C (0.44849, 1.63645, -4.15426)
C (-0.09647, 1.07975, -3.01005)
N (-1.37888, 1.18007, -2.66658)
H (-5.69751, 0.59759, 5.61044)
H (-6.30077, 2.66473, 4.37512)
H (-5.95316, 2.80993, 1.94452)
H (-4.38197, -1.16692, 1.92287)
H (-4.71090, -1.30696, 4.36599)
H (-7.51610, 1.25556, 0.73011)
H (-9.05399, 2.02862, -0.97336)
H (-8.25022, 2.64034, -3.25712)
H (-5.83254, 2.44150, -3.76067)
H (-2.44283, 2.98415, -5.28152)
H (-0.01410, 2.80704, -5.90158)
H (1.50244, 1.51357, -4.36365)
H (0.54110, 0.52895, -2.32551)
N (1.72624, 1.39252, 0.10408)
C (2.35886, 2.61562, 0.01824)
C (3.62093, 2.85326, 0.51469)
C (4.24345, 4.10343, 0.34148)
C (3.62889, 5.12498, -0.32821)
C (2.32158, 4.92986, -0.83378)
C (1.59236, 5.93355, -1.51234)
C (0.32146, 5.67793, -1.93705)
C (-0.23926, 4.40912, -1.67473)
N (0.40472, 3.45517, -1.05928)
C (1.67819, 3.68712, -0.64883)
H (1.74503, 0.93153, 1.02159)
H (0.75721, 1.50998, -0.15750)
H (4.13891, 2.05948, 1.03890)
H (5.23801, 4.24701, 0.74670)
H (4.11668, 6.08204, -0.46731)
H (2.05481, 6.89973, -1.68011)
H (-0.26499, 6.42451, -2.45586)
H (-1.25645, 4.19091, -1.98765)
Cl (-0.31472, 4.27865, 5.58108)
C (-1.71065, 4.00254, 4.54280)
Cl (-2.69888, 5.49720, 4.49064)
Cl (-2.69901, 2.66288, 5.09677)
C (-1.29321, 3.72771, 3.16381)
N (-1.09944, 3.46949, 2.06362)
C (3.66883, -3.92455, 3.31453)
C (2.72289, -3.33817, 2.24888)
C (1.32133, -3.25057, 2.87778)
C (3.20380, -1.92019, 1.92758)
C (2.74019, -4.23712, 0.97123)
O (2.12154, -5.50255, 1.21007)
C (4.19430, -4.52623, 0.53297)
C (4.36340, -5.31935, -0.77282)
C (4.36053, -4.50646, -2.04823)
C (5.17348, -3.38460, -2.18920)
C (5.17557, -2.63515, -3.35547)
C (4.35551, -3.01627, -4.40356)
Cl (4.34595, -2.07750, -5.87024)
C (3.54384, -4.13177, -4.30045)
C (3.55581, -4.86695, -3.12440)
C (2.00134, -3.64377, -0.23713)
N (0.63848, -3.18631, -0.05962)
C (0.16887, -1.93832, -0.20608)
N (-1.13531, -1.91592, -0.04567)
C (-1.41977, -3.21687, 0.21134)
N (-0.38563, -4.03018, 0.17973)
H (3.55935, -3.34531, 4.23173)
H (4.71777, -3.87241, 3.01960)
H (3.44087, -4.96564, 3.56560)
H (1.41317, -2.81079, 3.87224)
H (0.84808, -4.22967, 2.97685)
H (0.65287, -2.59243, 2.33121)
H (3.16176, -1.31429, 2.83268)
H (2.55235, -1.41180, 1.21585)
H (4.22907, -1.90882, 1.55120)
H (2.10312, -5.66428, 2.15770)
H (4.63976, -5.12103, 1.32970)
H (4.76381, -3.59840, 0.47857)
H (3.59456, -6.09329, -0.82457)
H (5.32096, -5.84621, -0.72092)
H (5.81749, -3.07983, -1.37274)
H (5.80302, -1.75979, -3.45256)
H (2.90460, -4.41369, -5.12579)
H (2.91003, -5.73339, -3.03643)
H (1.96680, -4.41521, -1.00339)
H (2.56278, -2.80033, -0.63835)
H (0.81328, -1.09348, -0.40446)
H (-2.41906, -3.57800, 0.39175)
O (0.23465, 1.47810, 4.37970)
C (0.45881, 0.78306, 3.41313)
N (0.68555, 0.12356, 2.45238)